(1)
This record from the Open Molecules 2025 dataset describes one molecule with the formula C4H5ClN2O. The level of theory is the ωB97M-V functional and the def2-TZVPD basis.

Each line ends with the Mulliken charge.
Atoms and positions in Å:
1 C 0.28668 -1.89380 -0.11987  -0.072
2 C -0.93162 1.09046 0.64824  -0.191
3 C 0.91155 -0.57849 -0.42532  0.476
4 C -0.29339 0.55382 -0.67985  -0.003
5 N -1.45174 0.36875 1.53101  -0.501
6 N 2.14421 -0.33091 -0.41694  -0.626
7 O -0.73586 -2.27869 -0.58460  -0.395
8 Cl 0.62099 1.84910 -1.42514  -0.244
9 H 0.98199 -2.64431 0.42498  0.309
10 H -0.89600 2.20290 0.72794  0.326
11 H -1.09661 0.27344 -1.26760  0.384
12 H -1.79112 0.84575 2.42100  0.268
13 H 2.25091 0.54199 -0.83387  0.270

Force components x, y, z for each atom (eV/Å):
C 2.71 -2.15 0.81
C 0.44 1.04 0.02
C -2.70 1.61 0.51
C 2.92 -0.23 2.50
N -0.08 -0.40 1.14
N -1.21 -2.87 0.40
O -1.12 0.35 -0.30
Cl -0.49 1.21 -0.64
H -0.78 1.08 -0.32
H 0.14 -0.59 -0.16
H -1.16 -1.02 -1.57
H 0.51 -0.36 -1.88
H 0.81 2.34 -0.53

total charge: 0
energy: -800.28701 hartree
SMILES: [H]/N=C(/C=O)[C@H](Cl)/C=N/[H]
ΔE to the lowest compared entry with this formula, charge and spin: 58.1 kcal/mol
M: 132.550 g/mol

***

(2)
This record from the Open Molecules 2025 dataset describes a 2-piece molecular cluster, C4H5ClO overall. The level of theory is the ωB97M-V functional and the def2-TZVPD basis.

Each line ends with the Mulliken charge.
Atoms and positions in Å:
1 C -2.32621 1.35133 0.09992  -0.645
2 C -1.15436 1.15019 -0.37759  0.073
3 C 2.16899 -1.30727 0.10344  -0.327
4 C 1.36726 -0.42548 0.94720  0.278
5 O 2.71102 -0.55693 1.16221  -0.375
6 Cl 0.28285 -1.14576 2.13282  -0.214
7 H -3.05277 1.70178 -0.62879  0.241
8 H -2.72799 1.23817 1.09236  0.280
9 H 0.97865 0.52560 0.59625  0.256
10 H 2.11639 -2.37716 0.26532  0.213
11 H 2.44781 -0.98620 -0.89276  0.221

Force components x, y, z for each atom (eV/Å):
C -0.54 0.13 0.04
C 0.15 -0.03 -0.02
C -0.46 -0.30 -0.65
C -0.60 -0.11 -0.53
O 1.07 0.46 0.92
Cl -0.08 0.00 0.19
H 0.04 0.08 -0.35
H 0.26 -0.16 0.31
H 0.19 -0.11 0.07
H -0.03 -0.01 0.06
H 0.03 0.04 -0.03

total charge: 0
energy: -690.64958 hartree
ΔE to the lowest compared entry with this formula, charge and spin: 107.6 kcal/mol
M: 104.536 g/mol

***

(3)
This record from the Open Molecules 2025 dataset describes one molecule with the formula C4H5ClO. The level of theory is the ωB97M-V functional and the def2-TZVPD basis.

Each line ends with the Mulliken charge.
Atoms and positions in Å:
1 C 1.00591 0.19909 -0.20490  0.255
2 C 0.93423 1.48437 0.02649  -0.708
3 C -0.19560 -0.66749 -0.47189  -0.080
4 C -1.27762 -0.83236 0.53134  -0.330
5 H -0.06562 1.91578 -0.20158  0.272
6 H 1.76790 2.09566 0.30234  0.314
7 H 0.04224 -1.47972 -1.12373  0.409
8 H -1.88347 -1.73726 0.50933  0.254
9 H -1.30445 -0.24919 1.42366  0.251
10 O -1.46474 -0.00529 -0.66859  -0.435
11 Cl 2.44123 -0.72361 -0.12248  -0.200

Force components x, y, z for each atom (eV/Å):
C -1.03 -0.65 0.24
C -1.28 0.77 -0.64
C -0.62 1.01 0.63
C -0.24 0.23 -1.78
H 0.89 -0.07 0.56
H 0.25 0.21 0.00
H -0.24 -0.52 -0.47
H 0.21 0.09 0.10
H 0.30 0.20 0.59
O 1.05 -0.95 0.61
Cl 0.70 -0.32 0.15

total charge: 0
energy: -690.77635 hartree
SMILES: C=C(Cl)[C@H]1CO1
ΔE to the lowest compared entry with this formula, charge and spin: 28.1 kcal/mol
M: 104.536 g/mol

***

(4)
This record from the Open Molecules 2025 dataset describes one molecule with the formula C4H5ClOS. The level of theory is the ωB97M-V functional and the def2-TZVPD basis.

Each line ends with the Mulliken charge.
Atoms and positions in Å:
1 C 1.62015 0.55219 -0.16896  0.627
2 C 0.53680 1.09740 0.62572  -0.453
3 C -0.72449 0.65816 0.99734  -0.318
4 C -1.45584 -0.57567 0.51141  -0.489
5 H 1.13368 -1.22099 1.10621  0.158
6 H 0.75900 2.14100 0.91354  0.282
7 H -1.44324 1.19953 1.48211  0.463
8 H -1.70620 -1.22536 1.29056  0.431
9 H -0.89320 -1.21381 -0.24301  0.229
10 O 2.46619 1.07137 -0.82766  -0.508
11 S 1.89503 -1.14613 -0.00499  -0.232
12 Cl -2.80940 -0.01799 -0.56714  -0.191

Force components x, y, z for each atom (eV/Å):
C 0.43 -1.95 0.32
C -3.18 2.09 1.44
C 3.29 -1.84 -3.12
C 2.20 -0.12 -3.32
H 0.17 -0.52 -0.23
H -0.10 -0.54 0.03
H -0.94 2.22 1.62
H -1.23 -0.72 1.21
H -0.26 0.94 1.25
O 0.07 2.32 -0.90
S -0.39 -1.75 0.82
Cl -0.07 -0.13 0.87

total charge: 0
energy: -1088.97784 hartree
SMILES: O=C(S)/C=C\CCl
ΔE to the lowest compared entry with this formula, charge and spin: 25.6 kcal/mol
M: 136.603 g/mol

***

(5)
This record from the Open Molecules 2025 dataset describes one molecule with the formula C4H5ClS2. The level of theory is the ωB97M-V functional and the def2-TZVPD basis.

Each line ends with the Mulliken charge.
Atoms and positions in Å:
1 C -0.92452 -0.94512 0.22199  0.075
2 C -1.57614 0.43554 -0.06564  -0.880
3 C -0.38608 1.08482 0.70455  0.182
4 C 0.37635 -0.21245 0.50335  -0.043
5 H 0.20284 -2.75564 -0.73691  0.128
6 H -1.30401 -1.37222 1.13531  0.292
7 H -2.56367 0.60714 0.31461  0.309
8 H -1.55609 0.66424 -1.11639  0.336
9 H -0.66047 1.21385 1.78087  0.257
10 S -0.94186 -2.17872 -1.09946  -0.215
11 S 1.92926 -0.59896 0.40494  -0.262
12 Cl 0.30267 2.58287 0.09114  -0.178

Force components x, y, z for each atom (eV/Å):
C 0.16 0.16 -0.43
C 0.62 -0.25 0.31
C -0.69 -0.14 0.50
C 0.53 0.00 -0.01
H 0.23 -0.10 0.08
H -0.18 -0.19 0.41
H -0.43 0.09 0.30
H 0.18 0.14 -0.42
H 0.35 -0.01 -0.81
S -0.24 0.20 -0.04
S -0.58 0.12 0.02
Cl 0.04 -0.02 0.08

total charge: 0
energy: -1411.93778 hartree
SMILES: S=C1[C@H](S)C[C@@H]1Cl
ΔE to the lowest compared entry with this formula, charge and spin: 16.2 kcal/mol
M: 152.671 g/mol

***

(6)
This record from the Open Molecules 2025 dataset describes C4H5CoLiO2 as an isolated structure. The level of theory is the ωB97M-V functional and the def2-TZVPD basis.

Each line ends with the Löwdin spin population.
Atoms and positions in Å:
1 H -2.10884 -1.77858 0.54207  0.102
2 C -0.51807 0.19745 0.61273  0.005
3 C 0.42798 1.27388 0.20422  0.004
4 C 1.22785 0.68442 -0.95728  0.010
5 C 0.57594 -0.57580 -1.40737  0.031
6 O -0.55384 -0.65028 -0.71307  0.078
7 O -0.71970 -0.26252 1.69541  0.025
8 Li -1.62080 -1.88792 2.36355  0.025
9 Co -1.16214 -2.48412 -0.81800  2.720
10 H 1.04737 1.57260 1.06040  0.000
11 H -0.17279 2.15426 -0.06463  0.000
12 H 2.26239 0.40876 -0.68639  0.000
13 H 1.31466 1.34785 -1.83166  0.000

Force components x, y, z for each atom (eV/Å):
H 0.46 -1.71 -1.13
C 2.82 0.16 1.41
C -0.43 0.87 0.05
C 0.49 -0.24 -0.14
C -0.52 0.62 0.11
O -0.40 -0.26 0.91
O -0.99 0.22 -1.96
Li -0.19 0.13 0.30
Co -1.06 0.41 0.76
H -0.27 -0.23 -0.16
H 0.19 -0.05 -0.15
H -0.18 0.24 -0.09
H 0.07 -0.16 0.09

total charge: +2
energy: -1695.37951 hartree
2S+1: 4
ΔE to the lowest compared entry with this formula, charge and spin: 45.3 kcal/mol
M: 150.956 g/mol